The following is a DFT calculation (ωB97M-V with the def2-TZVPD basis set) of a structure of composition C34H42Cl5N5OPbSbSeSi3.

Summary:
E_HOMO	-9.454	eV
E_tot	-208811.4720	eV
2S+1	1
orbital gap	6.1	eV
charge	+1

Positions of all 93 atoms, in Å:
Pb (1.8671, 0.8920, 0.7976)
Cl (0.9041, 2.4190, 3.8040)
C (1.5876, 0.8676, 4.2119)
C (2.2033, 0.1459, 3.2033)
C (2.7906, -1.0425, 3.6117)
Cl (3.6600, -1.9952, 2.4344)
C (2.7293, -1.5312, 4.9157)
Cl (3.4456, -3.0375, 5.3468)
C (2.0568, -0.7866, 5.8833)
Cl (1.9236, -1.3713, 7.4934)
C (1.4906, 0.4367, 5.5328)
Cl (0.6670, 1.3766, 6.7205)
N (3.6033, 2.8842, 0.5641)
C (4.2617, 2.9203, -0.7052)
C (5.5575, 3.3364, -0.8436)
C (6.1813, 3.3676, -2.1078)
C (5.5130, 2.9719, -3.2283)
C (4.1838, 2.5000, -3.1229)
C (3.4420, 2.0222, -4.2261)
C (2.1746, 1.5494, -4.0400)
C (1.6390, 1.5505, -2.7393)
N (2.2866, 2.0034, -1.6978)
C (3.5495, 2.4768, -1.8574)
H (2.9389, 3.6592, 0.6317)
H (4.2712, 2.9772, 1.3213)
H (6.1105, 3.6595, 0.0302)
H (7.2006, 3.7220, -2.1813)
H (5.9876, 3.0057, -4.2007)
H (3.8965, 2.0228, -5.2093)
H (1.5914, 1.1658, -4.8659)
H (0.6407, 1.1656, -2.5444)
O (-0.2159, -1.0033, 0.0946)
C (-0.0231, -2.3256, 0.3375)
C (-1.0248, -3.1191, 0.8908)
C (-0.8401, -4.4507, 1.2081)
C (0.3869, -5.0438, 0.9873)
C (1.3889, -4.2866, 0.4160)
C (1.2140, -2.9468, 0.0470)
C (2.3645, -2.2974, -0.6106)
N (2.7799, -1.0356, -0.5706)
C (3.9754, -0.9805, -1.2461)
C (4.2871, -2.2104, -1.7212)
N (3.2635, -3.0276, -1.3256)
H (-1.9806, -2.6672, 1.0878)
H (-1.6560, -5.0166, 1.6403)
H (0.5688, -6.0746, 1.2564)
H (2.3636, -4.7342, 0.2770)
H (4.5268, -0.0587, -1.3357)
H (5.1339, -2.5678, -2.2791)
H (3.2011, -4.0109, -1.5233)
C (-4.4344, 1.7968, -1.5512)
Si (-2.8753, 2.6642, -0.9632)
C (-3.3396, 3.9005, 0.3526)
C (-1.8388, 3.2726, -2.3921)
Sb (-2.1639, -0.2362, -0.2065)
Si (-2.7847, -2.1273, -1.9540)
C (-3.9909, -1.3179, -3.1439)
C (-3.6192, -3.6013, -1.1434)
C (-1.2173, -2.5852, -2.8705)
Si (-3.3745, -0.4388, 2.2133)
C (-5.1708, -0.3736, 1.6439)
C (-2.9446, 1.0510, 3.2594)
C (-3.0557, -2.0114, 3.1800)
H (-5.2249, 2.5440, -1.6651)
H (-4.7931, 1.0449, -0.8432)
H (-4.2851, 1.3138, -2.5153)
H (-3.8817, 4.7255, -0.1203)
H (-2.4683, 4.3056, 0.8597)
H (-3.9957, 3.4568, 1.1038)
H (-2.3924, 4.0655, -2.9128)
H (-1.6280, 2.4803, -3.1122)
H (-0.9092, 3.6839, -2.0565)
H (-4.9076, -0.9998, -2.6445)
H (-4.2683, -2.0365, -3.9186)
H (-3.5522, -0.4504, -3.6394)
H (-4.2465, -3.3043, -0.3005)
H (-2.8882, -4.3266, -0.7889)
H (-4.2634, -4.0964, -1.8739)
H (-0.7950, -1.7196, -3.3848)
H (-1.4345, -3.3514, -3.6181)
H (-0.4573, -2.9781, -2.1936)
H (-5.4589, 0.6310, 1.3275)
H (-5.8190, -0.6512, 2.4787)
H (-5.3790, -1.0632, 0.8229)
H (-2.3525, 1.7897, 2.7318)
H (-2.3668, 0.7456, 4.1303)
H (-3.8545, 1.5440, 3.6099)
H (-3.4773, -2.8955, 2.6995)
H (-3.5320, -1.9064, 4.1586)
H (-1.9909, -2.1772, 3.3455)
Se (-0.4287, 2.7296, 0.4525)
C (0.5593, 4.2426, 0.4592)
N (1.2322, 5.1835, 0.4203)

Cartesian forces, eV/Å:
0.21 -0.49 0.56
-0.08 0.23 -0.12
0.07 -0.18 -0.01
0.23 -0.13 0.25
-0.17 0.06 0.05
0.12 -0.05 -0.11
0.00 -0.04 -0.01
0.01 0.01 -0.01
-0.01 0.02 -0.01
0.02 0.01 -0.01
-0.08 0.03 0.02
0.02 -0.02 -0.02
0.01 0.08 -0.04
0.15 0.03 -0.07
-0.08 -0.06 0.07
0.08 -0.02 -0.08
0.02 -0.02 0.00
-0.07 0.05 0.17
-0.02 -0.02 0.00
0.01 -0.05 -0.09
0.06 0.11 0.07
0.10 0.11 -0.05
0.02 0.00 -0.14
-0.03 -0.02 0.03
0.00 0.07 -0.01
-0.01 0.04 0.00
0.00 -0.01 0.01
0.00 -0.01 0.00
0.00 0.02 0.00
0.00 0.01 0.00
-0.01 -0.01 -0.04
-0.57 0.40 -0.22
0.28 -0.23 0.04
0.01 0.16 -0.05
-0.05 -0.06 0.03
0.06 -0.12 -0.04
0.05 0.19 -0.10
0.06 0.13 0.07
0.23 0.38 -0.15
-0.23 -0.74 -0.08
-0.18 0.17 0.04
0.16 -0.01 -0.05
-0.09 -0.03 0.12
-0.09 0.02 0.01
0.00 0.02 0.02
0.00 0.01 0.01
0.01 -0.05 0.03
0.03 -0.02 -0.04
-0.03 -0.02 -0.03
-0.08 -0.01 -0.02
0.22 -0.09 0.06
0.61 0.41 -0.09
-0.18 0.02 0.01
-0.80 -0.08 -0.33
0.61 -0.22 0.48
-0.35 -0.13 -0.24
0.09 0.04 0.18
0.10 0.15 0.02
0.10 0.20 0.31
-0.34 -0.03 -0.13
0.18 0.01 -0.02
0.04 -0.10 -0.16
0.08 0.05 -0.22
0.01 0.04 0.06
-0.12 0.05 -0.02
0.02 0.01 0.01
-0.17 -0.07 -0.08
-0.19 0.03 -0.07
-0.05 0.01 0.02
-0.06 -0.16 -0.04
-0.06 -0.02 -0.02
0.42 0.22 0.14
-0.02 -0.02 -0.02
0.03 -0.05 0.02
0.01 -0.02 -0.03
-0.01 -0.01 0.00
0.00 0.01 0.02
0.01 0.04 -0.04
-0.01 0.00 -0.01
-0.11 0.00 0.01
-0.01 -0.03 -0.04
0.00 0.00 0.01
0.00 0.01 0.02
-0.01 -0.02 0.02
0.16 0.22 -0.14
0.06 -0.04 0.07
-0.03 -0.08 -0.02
0.01 -0.01 0.00
-0.04 0.10 -0.03
0.00 -0.01 0.05
-0.59 -0.80 0.34
0.15 0.49 -0.20
0.09 -0.09 0.07



The following is a DFT calculation (ωB97M-V with the def2-TZVPD basis set) of a structure of composition C21H43BiN2P3S.

Summary:
E_HOMO (spin up / spin down)	-16.119 / -16.122	eV
E_tot	-69967.8866	eV
2S+1	1
orbital gap (spin up / spin down)	4.8 / 4.6	eV
charge	+3

Positions of all 71 atoms, in Å:
Bi (-0.1941, -0.0182, -0.0760)
P (2.0560, 1.1355, 1.6268)
P (-2.1452, 1.9658, 0.6882)
P (0.8053, 1.8857, -1.9280)
H (-0.6154, -4.9014, 0.3460)
C (0.3032, -5.0072, -0.2374)
C (1.5528, -4.7148, 0.2049)
H (1.8001, -4.2742, 1.1806)
C (2.5438, 0.3713, 3.2226)
C (1.9046, 2.9076, 2.0995)
C (3.6349, 1.0889, 0.6868)
C (-3.7221, 1.5806, -0.1759)
C (-2.6929, 2.1884, 2.4239)
C (-1.7725, 3.6872, 0.1557)
C (2.0827, 0.9300, -2.8222)
C (1.5925, 3.5024, -1.5979)
C (-0.4423, 2.2842, -3.2048)
H (0.2075, -5.2500, -1.3122)
H (2.3438, -4.7783, -0.5622)
H (2.2864, -0.6947, 3.1779)
H (2.0123, 0.8428, 4.0629)
H (3.6270, 0.4595, 3.3877)
H (1.1603, 2.9999, 2.9073)
H (1.5795, 3.4961, 1.2286)
H (2.8692, 3.3037, 2.4530)
H (3.7693, 0.0606, 0.3199)
H (4.4821, 1.3409, 1.3404)
H (3.6166, 1.7781, -0.1697)
H (-4.4784, 2.3594, -0.0040)
H (-4.1135, 0.6273, 0.2068)
H (-3.5589, 1.4809, -1.2578)
H (-3.6243, 2.7712, 2.4738)
H (-1.9231, 2.7180, 3.0038)
H (-2.8807, 1.2053, 2.8777)
H (-2.6249, 4.3501, 0.3662)
H (-1.5675, 3.7309, -0.9233)
H (-0.9006, 4.0644, 0.7109)
H (2.0313, 1.2328, -3.8765)
H (1.8974, -0.1512, -2.7373)
H (3.0821, 1.1453, -2.4198)
H (1.7738, 3.9737, -2.5746)
H (2.5480, 3.4026, -1.0682)
H (0.9271, 4.1468, -1.0065)
H (0.0769, 2.7219, -4.0710)
H (-1.1941, 2.9836, -2.8143)
H (-0.9855, 1.3782, -3.5156)
C (-1.1544, -1.9383, -3.2755)
C (-1.9969, -2.0961, -4.3992)
C (-1.7411, -2.9999, -5.4119)
C (-0.6276, -3.8447, -5.3097)
C (0.2451, -3.7089, -4.2254)
C (-0.0229, -2.7843, -3.1997)
S (-1.6876, -0.6799, -2.2052)
H (0.6539, -1.5084, 0.2896)
H (-2.8536, -1.4215, -4.4368)
H (-2.4334, -3.0133, -6.2678)
H (-0.4619, -4.5612, -6.1182)
H (1.1381, -4.3509, -4.2183)
H (0.6535, -2.7357, -2.3612)
C (-0.7146, 0.4166, 4.5613)
C (-0.7117, -0.9183, 3.9511)
N (-0.5385, -1.2613, 2.6752)
C (-0.5853, -2.6493, 2.6411)
C (-0.8171, -3.1398, 3.9094)
N (-0.8980, -2.0197, 4.7169)
H (-1.7188, 0.6835, 4.8971)
H (-0.0578, 0.4369, 5.4323)
H (-0.3654, 1.1552, 3.8398)
H (-0.4490, -3.2245, 1.7445)
H (-0.9188, -4.1447, 4.2569)
H (-1.0666, -2.0031, 5.7170)

Cartesian forces, eV/Å:
0.46 1.21 1.69
0.52 0.58 0.39
-2.07 1.66 0.42
0.44 -0.21 -0.75
0.36 -0.26 -0.10
1.28 0.83 -0.13
-1.17 0.41 -1.13
-0.16 -0.63 -0.33
-0.25 -0.49 -0.06
-0.26 -0.03 -0.21
-0.19 -0.29 -0.21
0.30 -0.55 -0.21
0.41 -0.39 0.27
0.53 -0.12 -0.13
-0.05 -0.08 -0.03
-0.14 0.06 0.43
-0.34 -0.24 0.12
-0.19 -0.24 0.85
-0.15 -0.08 0.80
0.08 0.21 0.22
0.15 -0.20 -0.37
-0.32 0.11 -0.13
0.26 0.06 -0.30
0.09 -0.06 0.36
-0.29 -0.19 -0.07
0.14 0.30 0.02
-0.29 0.00 -0.18
0.05 -0.26 0.29
0.37 -0.06 0.10
0.07 0.22 -0.13
-0.07 0.03 0.26
0.24 -0.10 -0.33
-0.22 -0.22 -0.18
0.08 0.29 -0.10
0.09 -0.34 0.04
-0.07 0.01 0.38
-0.24 -0.08 -0.19
0.21 -0.17 0.20
0.05 0.33 -0.17
-0.30 -0.05 -0.13
-0.04 -0.12 0.20
-0.29 -0.03 -0.17
0.20 -0.13 -0.26
-0.18 -0.05 0.28
0.31 -0.07 -0.21
0.36 0.39 -0.01
-0.08 0.12 0.29
-0.81 0.26 -0.84
-0.73 0.59 0.19
-0.51 0.29 -0.69
0.28 0.43 1.09
0.83 -0.93 -0.71
0.23 -1.20 -0.77
0.65 -0.82 -0.35
0.08 -0.34 -0.28
0.52 -0.24 0.45
0.18 0.12 0.42
-0.45 0.43 0.33
0.08 0.04 0.17
-0.02 0.54 0.06
-0.13 -1.04 -0.38
0.07 0.23 0.07
-0.31 -0.08 1.26
0.20 1.02 -0.94
0.12 -0.33 -0.43
0.07 0.12 0.03
-0.01 0.08 -0.01
-0.05 0.02 0.08
0.00 0.05 -0.15
-0.05 -0.21 0.24
0.07 -0.13 -0.25



The following is a DFT calculation (ωB97M-V with the def2-TZVPD basis set) of a structure of composition C2H4I2.

Summary:
E_HOMO	-9.285	eV
E_tot	-18339.6481	eV
2S+1	1
orbital gap	9.1	eV
charge	0

Positions of all 8 atoms, in Å:
C (0.7956, 0.2849, -0.2022)
C (-0.6496, -0.1067, 0.0534)
I (-1.5060, 0.8159, 1.7865)
I (-0.8664, -2.2786, 0.1409)
H (1.4973, -0.4337, 0.2153)
H (0.9694, 0.3407, -1.2753)
H (1.0271, 1.2588, 0.2259)
H (-1.2675, 0.1187, -0.9446)

Cartesian forces, eV/Å:
0.22 0.03 0.17
-1.32 -0.18 -2.51
0.09 -0.13 -0.44
0.07 0.46 0.03
-0.01 0.01 0.11
0.03 -0.09 -0.05
-0.09 0.06 -0.03
1.00 -0.16 2.71